1.
116
Properties=species:S:1:pos:R:3:forces:R:3 method="wB97M-V/def2-TZVPD" homo_lumo_gap_ev=9.0 de_lowest_kcal_mol=0.0 e_homo_ev=-8.74 energy_ha=-1974.3234 smiles="NC(N)=O.CC(C)O.CC(C)O.CC(C)O.CC(C)O.CC(C)O.CC(C)O.CC(C)O.CC(C)O.CC(C)O" multiplicity=1
H -3.496215 4.567667 -0.365347 0.0 0.0 -0.1
O -0.691961 -3.648166 -0.659912 -0.5 0.1 0.1
H 4.603043 3.702656 -0.429429 0.0 -0.1 0.0
O -1.838867 0.934316 -0.322751 0.2 0.0 0.5
C -0.243138 5.237240 -1.862432 0.0 0.0 -0.1
H -3.431856 -1.568864 5.895213 0.0 0.1 0.1
H 5.380795 -0.713643 -1.827678 0.2 0.1 -0.1
H -0.918548 -3.252613 -3.245731 0.3 0.0 0.1
H -4.651301 -0.322874 5.809238 -0.1 0.1 -0.5
H 6.022121 2.203758 1.498286 -0.1 -0.1 0.1
H -0.278814 -3.975153 0.160243 -0.2 -0.1 -0.4
H -4.886057 1.064681 -0.046374 0.0 0.0 0.0
C 4.138462 -0.351314 -0.157051 -0.5 0.6 -0.2
H -3.279825 -2.709087 0.606917 0.1 0.0 -0.1
H 1.775438 5.881162 0.918983 0.2 0.0 -0.2
H -5.504702 -3.304914 0.725726 -0.6 0.2 -0.3
C 4.205319 3.462668 1.485999 0.2 0.1 0.1
C -1.194251 -4.264260 -2.943984 -0.7 0.2 0.8
H 1.605768 -6.415034 3.640975 0.4 0.3 -0.2
O 0.494810 -5.190835 1.371894 0.9 -0.4 0.5
H -0.756875 6.197081 -1.920023 0.0 0.0 -0.1
H -7.169081 -3.108359 -1.207263 0.0 0.0 0.2
H 5.821340 3.320741 2.904897 -0.1 -0.4 0.1
C 1.830497 1.614634 -4.012703 0.8 -0.1 -0.7
C -3.991186 -2.154886 -0.007385 0.1 -0.7 -1.0
H 0.235907 2.425192 -0.586495 -0.2 -0.2 -0.3
H 3.207754 3.038146 3.303877 0.0 -0.3 0.1
C -5.484796 1.739013 -0.655855 -0.9 0.6 -0.7
H 1.383376 -4.952338 4.661910 0.5 0.0 -0.2
H 4.241138 -0.198123 0.925470 0.4 0.0 -0.1
H 2.009855 1.304413 -2.984766 -0.1 0.1 0.1
H 1.636373 -4.589871 -1.058260 0.1 -0.6 -0.1
H -3.620208 -0.769968 3.400212 0.3 -0.8 0.4
H -0.024735 -2.692684 2.044982 -0.1 0.1 0.0
H 4.642182 1.733901 -5.031516 -0.2 0.2 0.0
H 2.360855 -0.295972 -4.727372 0.2 -0.1 -0.2
H 6.274002 3.971720 1.388681 0.2 -0.2 -0.2
H -0.698115 -5.605171 -1.219272 -0.1 -0.3 -0.5
C 3.644419 -1.769814 -0.371545 1.1 -0.2 1.0
H 0.049721 -5.785252 4.050444 -0.1 0.0 -0.3
C -4.631946 2.877481 -1.235707 -0.2 -0.1 1.4
H 2.299758 3.822018 -0.534752 -0.2 0.3 0.0
H -3.069911 1.811281 -1.459173 0.3 0.0 -0.3
C 0.873669 5.968445 0.304781 0.2 0.2 0.1
H 5.501758 0.958709 -1.309117 -0.2 0.1 0.2
H -0.045975 4.854955 -2.864328 0.1 0.2 -0.1
H 4.285479 0.958891 -3.463574 0.0 0.2 0.0
H -0.980156 -1.264797 0.577251 -0.2 -0.1 -0.5
H -3.506140 -1.853947 -0.938844 0.2 0.2 0.2
H 2.193759 2.633057 -4.167390 -0.4 0.2 0.2
C 1.062991 -5.477604 3.761256 -0.6 -0.3 0.5
H 1.807494 5.869192 -1.634299 0.1 -0.1 0.0
C 1.064172 -4.522515 -1.984747 -0.6 -0.6 0.3
H 1.951613 -4.059553 2.351074 0.2 -0.4 -0.3
H 3.450728 1.597641 2.245307 0.1 0.0 0.2
H 1.315006 -3.531160 -2.361250 -0.4 0.0 -0.4
H -6.634771 -1.482751 -0.686374 0.0 0.0 0.0
H -1.204806 -0.190098 3.061657 -0.2 0.5 0.0
H -6.341021 2.148960 -0.108843 0.3 0.0 0.4
N -0.274651 -0.610868 0.294190 0.1 0.3 0.3
H -0.902290 4.488434 -1.419356 -0.1 0.2 0.3
H -5.630592 -4.848017 -0.796973 0.2 -0.2 -0.2
H -0.967355 -4.942314 -3.763654 -0.1 -0.1 0.0
C -0.015419 -3.421730 2.848050 0.4 0.0 1.2
O 2.538168 1.074242 -6.275283 -0.7 0.4 -0.2
C -5.174861 -3.079796 -0.310029 -0.9 0.7 2.4
H 3.404040 1.454924 -0.459590 0.1 -0.2 0.0
H 4.519071 -2.413970 -0.220014 0.0 -0.1 -0.3
H 3.264756 -1.940710 -1.374514 -0.3 0.0 0.1
H 0.099133 5.451075 0.872667 -0.2 0.2 -0.2
H -4.252467 1.312055 4.210535 0.0 0.0 -0.1
C 5.406827 -0.065503 -0.948995 0.4 -0.5 0.0
C -0.652010 0.626892 -0.177860 -0.6 -0.7 -0.2
C 3.195734 2.658130 2.282044 0.1 0.1 0.0
C 1.004137 -4.549902 2.565416 -1.9 0.8 0.2
H 4.076809 4.536464 1.659567 -0.3 0.0 0.1
H -3.358478 3.015204 0.474278 0.0 0.1 0.2
C 5.668695 3.176810 1.834105 -0.3 0.7 0.0
H 1.282802 -5.302688 -2.718776 0.6 0.1 0.1
C -0.447873 -4.644940 -1.672398 1.6 1.9 0.2
H -1.027810 -3.761393 3.081724 0.0 -0.5 -0.7
H -5.283020 3.572317 -1.772256 0.2 -0.3 -0.6
C 2.700049 0.731968 -4.907846 0.6 -0.4 0.3
O 3.116270 0.536996 -0.611958 -0.2 0.1 0.0
H 3.008690 -2.071380 0.462984 -0.6 0.1 -0.5
H 6.314770 -0.285959 -0.382706 -0.1 -0.2 0.0
H -1.211363 -1.365244 4.304977 -0.2 -0.1 0.1
H 3.016602 0.468973 -6.845288 0.1 -0.2 0.2
H -4.865666 3.975157 0.604313 0.1 0.1 0.1
H -5.915931 -2.310057 -2.117213 -0.2 0.4 0.0
C -4.047730 3.679542 -0.052841 0.2 -0.5 -0.5
H -4.300583 -1.273475 0.551039 -0.2 0.0 -0.1
O -4.813734 -4.339442 -0.837733 0.4 0.0 -0.6
H 2.169212 2.739124 1.922107 0.1 0.3 -0.2
H -2.264145 -4.203610 -2.731941 -0.1 -0.3 -0.2
C -6.315129 -2.434316 -1.106397 0.9 -0.5 -0.4
H 1.333929 1.136797 -0.409535 -0.2 -0.3 0.1
H -0.000440 -5.960350 1.674102 -0.1 0.0 -0.2
H 0.774448 1.499892 -4.244647 0.0 0.2 -0.1
C 1.047001 5.329401 -1.061451 -0.4 -0.8 0.4
H -1.025795 0.267347 4.793473 -0.3 0.4 -0.1
H -5.976279 1.218429 -1.481935 0.4 -0.4 0.0
C -3.594715 -0.519746 5.622200 0.6 -1.1 0.2
H 0.210106 -2.930432 3.801931 0.5 0.3 -0.3
O 1.396049 3.947196 -0.869613 0.5 0.3 -0.3
N 0.370960 1.428265 -0.489225 0.4 0.8 -0.1
H 0.634425 -0.966357 0.059658 0.0 -0.1 0.0
H 4.818515 0.006635 -4.788441 -0.3 -0.1 -0.4
C -1.562988 -0.352293 4.076685 0.1 -1.6 0.2
H 0.671028 7.037162 0.212550 -0.3 0.0 0.1
O -3.644435 2.312445 -2.066846 0.0 0.5 0.0
C -3.080267 -0.275135 4.214174 -0.2 2.3 -0.2
O -3.349244 1.127341 3.935609 0.0 0.2 0.0
O 3.951394 3.213945 0.090315 0.3 0.1 -0.2
H -3.021271 0.100170 6.312608 0.0 0.0 0.0
C 4.188547 0.868246 -4.549714 0.0 -0.3 0.8

***

2.
130
Properties=species:S:1:pos:R:3:forces:R:3 method="wB97M-V/def2-TZVPD" homo_lumo_gap_ev=4.9 e_homo_ev=-11.86 total_charge=+2 energy_ha=-3088.3073 multiplicity=1
H 3.634704 6.631059 -0.504352 -0.2 0.1 -0.2
H 3.008716 -2.837105 0.233135 0.4 -0.1 -0.4
C 4.636792 4.213255 0.057627 0.4 0.6 0.0
C -3.560074 0.934822 -2.258868 0.0 -0.1 1.5
H 4.139062 2.126155 1.362764 -0.2 -0.4 0.0
H 0.692694 -2.347688 -5.536853 0.3 0.0 -0.1
N 4.427318 -0.738645 0.642059 0.4 0.2 -1.5
H -1.048902 1.914053 1.851031 0.2 0.0 0.1
H 4.746846 4.384743 -2.019069 -0.1 0.3 -0.1
H -4.460975 -1.544213 1.166435 0.2 0.0 0.0
H 6.592979 0.275736 -0.224042 0.1 0.2 0.2
H -7.973061 -1.185457 0.941916 0.0 0.0 -0.5
H 3.490027 -1.017442 0.877541 0.0 -0.1 -0.1
H -0.479450 -3.671349 -6.866358 -0.1 -0.2 -0.1
H 2.322988 -2.301999 2.435287 -0.1 -0.2 0.1
N 1.166633 -3.546183 -3.915708 0.6 -0.7 -0.3
H -5.014591 1.252455 -0.042253 0.2 0.2 -0.2
O 1.221399 -1.079335 1.343907 -0.1 0.1 0.0
H -2.434991 -2.483077 -0.679875 -0.1 0.2 0.3
H -1.904621 3.223259 2.530091 -0.2 0.2 0.3
C 4.765719 5.093787 -1.177944 -0.4 -1.0 -0.2
C 4.870022 -0.793517 -0.656920 0.3 -0.6 1.1
C 0.989063 -3.394994 -5.375613 -1.3 1.0 0.4
H 5.509835 7.463955 -2.558367 -0.1 -0.2 -0.3
H 0.265261 -3.525667 -3.416691 0.0 -0.3 -0.3
H -1.938761 -3.463630 4.777858 -0.4 0.0 -0.1
H -3.026319 0.407657 1.905872 0.1 -0.2 -0.3
C -3.086644 3.048222 -3.192921 0.5 1.0 -0.5
H -1.928475 0.907435 5.723102 0.0 -0.3 0.1
O 3.446402 3.478864 -0.005444 -0.5 -0.4 -0.5
H -0.687665 -2.484405 -0.276164 0.2 0.0 0.0
H -1.161445 -2.161188 -2.611309 -0.4 0.0 0.2
H 3.900931 -3.180225 4.632715 0.3 0.1 -0.3
O -1.253502 -3.052921 -2.255441 0.8 0.3 -0.1
H -2.972257 -4.939026 2.698539 -0.1 0.2 -0.2
O 1.379367 -0.606387 -0.754849 -1.4 0.9 0.3
H 3.401482 -4.590594 0.028080 0.2 0.2 -0.2
O -3.357653 -2.994817 3.325727 -0.1 0.1 -0.3
H -3.728564 -4.788481 4.253949 -0.3 0.0 0.0
H 0.890273 -5.180814 -1.775641 0.1 0.1 0.5
H -3.713428 -1.036761 4.485581 0.1 -0.2 0.4
C -4.862140 -0.680322 1.718701 -0.1 -0.6 -0.4
O -5.060779 0.780382 4.757301 -0.2 0.1 -0.3
H 1.283736 -6.742016 -7.389047 -0.1 0.0 0.2
H 5.095249 -0.652837 1.382453 0.1 0.2 0.2
H 4.655907 4.868213 0.943251 0.0 -0.3 0.1
H -6.560194 0.964062 6.163035 0.1 0.2 0.0
O -2.835286 2.157527 -2.127138 0.8 -0.5 -0.3
O -0.154910 0.376610 0.564394 1.1 -0.6 -1.4
C -2.756132 0.583803 5.082572 0.3 0.5 0.4
N -2.862084 -0.863618 5.018823 0.4 0.1 -0.4
C 3.219702 -2.477123 4.163551 -1.1 -0.6 0.0
Na -0.518245 1.626004 -1.624093 -0.4 0.2 0.6
H 3.585427 5.962578 -3.396836 0.2 -0.1 0.1
H 6.348338 7.843656 -4.735583 -0.1 0.0 0.2
O 4.215548 -1.404103 -1.554538 0.3 0.8 0.1
H -1.605052 -4.009300 -0.534571 0.2 -0.2 0.3
H -4.611276 1.163012 -2.447660 0.1 -0.1 -0.6
H -1.315030 -3.256215 3.164566 -0.1 0.2 -0.1
C -1.773050 -1.420101 4.223930 -1.0 -0.1 -0.9
C 1.872929 -4.787371 -3.576991 0.2 -1.4 0.1
C 3.219318 2.677099 1.125031 0.5 0.7 0.3
H 5.768918 5.539831 -1.202837 -0.1 0.2 0.2
C -6.943315 -1.536342 0.954749 -0.2 0.2 0.8
N 6.110595 -0.280908 -0.898290 -1.5 -0.6 -0.4
Pb 2.270436 -1.675144 -2.890740 0.5 0.2 1.2
H -3.081627 0.285278 -3.002366 -0.4 0.1 -0.4
H 6.411756 -0.251698 -1.856873 0.2 -0.1 0.0
H 2.983335 3.298051 1.999048 -0.1 -0.1 0.0
H 5.455898 9.107951 -5.575730 0.2 0.2 0.0
N -1.181568 2.540256 2.623723 1.2 -0.1 0.3
C 1.920578 -4.949872 -2.074876 -0.9 0.0 -0.9
C 3.522886 6.674099 -2.574053 -1.2 0.6 0.6
O 2.923904 -2.946322 2.822360 0.5 0.5 0.4
C -3.535434 0.211880 -0.906634 0.6 0.0 0.4
H 2.503292 7.080713 -2.591550 0.1 0.0 -0.3
H -0.814660 -1.390664 4.739143 0.0 0.2 0.1
H -3.901140 2.263894 5.653365 -0.3 0.0 0.2
H -2.544186 1.067065 4.115268 -0.2 -0.3 -0.1
H -2.919713 2.599741 -4.178919 -0.4 -0.2 0.1
H 5.496303 3.521531 0.089749 0.0 0.2 0.2
C -0.338557 2.573431 3.743652 -1.2 -0.2 1.1
H 1.723474 -5.052525 -7.447554 -0.1 0.1 -0.4
H 1.803005 -4.026443 0.482402 -0.1 -0.1 -0.5
H 6.128557 9.438946 -3.942786 0.1 0.1 -0.1
H -2.505973 -0.074874 -0.609804 -0.1 0.0 -0.3
H 1.404033 1.695529 4.453019 0.0 0.0 0.2
H -7.092264 0.811166 4.510725 0.2 0.1 -0.3
N -4.021355 1.089059 0.139309 -0.8 -0.1 0.1
H 2.368216 2.029311 0.926343 0.1 -0.2 0.0
O -0.638985 3.230317 4.741852 0.9 -0.5 -1.5
H -6.386980 2.361540 5.055062 0.0 0.0 0.0
H -6.908953 -2.254686 1.786228 0.2 -0.1 -0.2
H 0.233527 -5.696119 -8.289092 -0.1 0.5 0.0
H 4.359703 8.602641 -2.023261 -0.4 0.2 -0.2
H 0.850546 1.098300 2.913367 0.2 -0.3 -0.2
C -1.482129 -2.977589 -0.829413 -0.7 -0.2 -0.7
C 5.668430 8.692360 -4.593797 -0.3 0.1 -0.3
H -4.206168 0.761421 6.635440 -0.1 0.2 0.1
H 2.873119 -4.847982 -4.019914 0.0 0.6 0.0
H 1.910245 -3.575294 -5.916526 0.2 -0.1 0.1
C -4.034449 0.563497 1.507147 0.4 0.0 0.6
H -6.643235 -2.008567 0.015317 -0.1 -0.1 0.0
O 2.339881 -3.701792 -1.540615 0.3 0.3 0.5
H 1.383524 -5.678671 -3.992224 -0.2 0.3 0.0
C 2.677708 -3.795421 -0.142998 -0.6 -0.1 0.9
N 0.788715 -0.434538 0.407141 0.3 -0.1 0.0
H -1.034763 -4.186295 -5.282589 0.1 0.0 0.2
H -2.369328 3.875424 -3.150165 0.0 -0.1 0.3
H 2.303212 -2.538318 4.771126 0.2 0.2 -0.1
C 4.487483 7.820594 -2.787317 1.2 -0.7 1.3
H 2.557895 -5.779258 -1.775669 0.2 0.2 0.1
C 0.868925 -5.733561 -7.402573 0.5 -0.5 0.0
O 4.412331 8.289453 -4.080155 0.0 0.1 -0.7
C -3.724905 -4.350223 3.248702 0.6 -0.5 0.3
H -4.689684 -4.451149 2.766542 -0.1 0.1 0.0
C -0.171840 -4.195430 -5.950947 0.1 0.0 -0.6
H -4.430559 1.336061 2.168544 -0.2 0.1 -0.2
N 0.736394 1.683642 3.711170 -1.2 1.0 -0.5
O 0.152368 -5.530127 -6.202820 -0.2 -0.3 0.3
H 3.584961 -1.448499 4.190521 0.2 -0.1 -0.1
C -2.074845 -2.860679 3.863943 1.0 -0.3 0.8
H -4.081424 -0.737942 -1.027364 -0.1 0.1 0.0
H -4.901590 -0.976830 2.768877 0.1 0.1 0.0
H -4.066744 3.517442 -3.109852 -0.2 -0.3 -0.1
O -6.149648 -0.401646 1.229641 -0.3 0.4 -0.2
H -1.717929 -0.866093 3.265395 0.5 0.1 0.1
C -6.326799 1.271833 5.132792 -0.3 -0.3 0.5
C -4.027268 1.175398 5.637307 0.4 -0.3 -0.3
N 3.614751 5.984373 -1.288356 1.0 -0.3 -0.2